# 1
Molecular formula: C5H11NO3
Method: DFT, ωB97M-V/def2-TZVPD

Output
HOMO energy	-9.520	eV
orbital gap	10.2939	eV
SMILES string	C=C(C)[C@@]([O-])(O)[N@H+](C)O

Each line ends with the natural charge from an NBO analysis.
Cartesian coordinates (Å):
C 0.070 0.981 0.195  0.652
C -0.276 -1.379 1.468  -0.430
C -0.057 -0.374 -1.966  -0.646
N -0.782 -0.025 1.259  -0.217
C 0.789 0.190 -0.861  -0.071
C 2.102 0.016 -0.755  -0.357
O -2.181 -0.113 1.028  -0.567
O -0.959 1.763 -0.394  -0.759
O 0.720 1.576 1.176  -0.810
H -2.345 0.668 0.466  0.493
H -0.892 2.621 0.048  0.503
H -0.184 0.838 1.919  0.469
H -0.784 -1.816 2.328  0.217
H -0.454 -1.990 0.584  0.207
H 0.791 -1.309 1.666  0.229
H -0.491 0.433 -2.560  0.234
H -0.896 -0.951 -1.568  0.215
H 0.531 -1.020 -2.618  0.218
H 2.650 0.465 0.062  0.225
H 2.650 -0.574 -1.479  0.196



# 2
Molecular formula: C8H9BiO8P
Method: DFT, ωB97M-V/def2-TZVPD

Output
HOMO energy (spin up / spin down)	-19.563 / -19.563	eV
charge	+3
orbital gap (spin up / spin down)	5.2245 / 5.2237	eV

Each line ends with the natural charge from an NBO analysis.
Cartesian coordinates (Å):
O 2.146 1.055 -3.135  -0.144
C 1.511 0.745 -2.212  0.475
Bi 0.258 0.129 -0.387  1.337
O -1.800 3.071 -0.023  -0.212
C -1.128 2.142 -0.116  0.466
C 1.187 -2.076 -0.034  0.452
O 1.615 -3.117 0.241  -0.231
C 1.722 1.062 1.345  0.468
O 2.379 1.399 2.262  -0.222
C -1.610 -0.962 -1.548  0.474
O -2.512 -1.477 -2.052  -0.227
C -3.636 -0.608 1.054  -0.283
O -2.649 -1.676 1.035  -0.808
P -1.270 -1.558 2.078  1.672
O -1.948 -1.900 3.544  -0.788
C -2.676 -0.908 4.326  -0.254
O 0.172 -0.672 3.159  -0.785
C 1.147 -1.698 3.323  -0.287
H -4.056 -0.512 0.041  0.224
H -3.164 0.351 1.379  0.152
H -4.381 -0.885 1.812  0.254
H -2.512 0.121 3.934  0.175
H -3.737 -1.168 4.235  0.225
H -2.318 -1.007 5.358  0.255
H 1.586 -1.474 4.290  0.274
H 0.635 -2.692 3.319  0.200
H 1.864 -1.757 2.499  0.138